{
  "formula": "C35H29EuIN9O3PS",
  "method": "the ωB97M-V functional and the def2-TZVPD basis",
  "lumo_energy_ev": [-5.23, -3.68],
  "relative_energy_kcal_mol": 10.56,
  "charge": 1,
  "s_squared": 12.0544,
  "multiplicity": 7,
  "orbital_gap_ha": [0.1630, 0.2202],
  "e_homo_ha": [-0.35524, -0.35563],
  "elements": ["Eu", "N", "C", "N", "C", "N", "C", "C", "N", "C", "C", "N", "H", "H", "H", "H", "H", "C", "C", "N", "N", "C", "S", "N", "N", "H", "H", "H", "H", "H", "H", "O", "C", "C", "C", "C", "C", "C", "C", "P", "C", "C", "C", "C", "C", "C", "C", "C", "C", "C", "C", "C", "H", "H", "H", "H", "H", "H", "H", "H", "H", "H", "H", "H", "H", "H", "I", "C", "C", "C", "C", "C", "C", "C", "O", "O", "H", "H", "H", "H"],
  "positions_angstrom": [[0.063, -1.531, 1.336], [-0.193, 1.001, 4.421], [0.311, 1.670, 3.268], [-0.565, 1.041, 2.235], [-1.631, 0.411, 2.981], [-1.361, 0.358, 4.277], [-2.670, -0.328, 2.288], [-3.899, -0.634, 2.903], [-4.798, -1.402, 2.299], [-4.530, -1.954, 1.115], [-3.404, -1.549, 0.442], [-2.493, -0.789, 1.013], [0.124, 1.186, 5.356], [1.334, 1.479, 3.006], [-4.212, -0.211, 3.871], [-5.227, -2.653, 0.691], [-3.231, -1.846, -0.581], [-1.703, -6.044, -1.567], [-2.077, -5.520, -0.201], [-3.112, -5.863, 0.518], [-2.871, -5.387, 1.796], [-1.752, -4.660, 1.855], [-0.845, -3.948, 3.127], [-1.251, -4.658, 0.551], [0.003, -4.113, 0.261], [-0.950, -6.821, -1.503], [-1.223, -5.178, -2.146], [-2.611, -6.429, -2.082], [-3.502, -5.683, 2.523], [0.660, -4.391, 1.002], [0.283, -4.362, -0.699], [1.001, -0.484, -0.481], [2.179, 0.258, -0.362], [2.223, 1.324, -1.493], [3.500, 1.665, -2.045], [3.543, 2.343, -3.244], [2.376, 2.839, -3.845], [1.141, 2.704, -3.158], [1.039, 1.939, -1.994], [-0.560, 1.685, -1.092], [-1.817, 2.455, -2.154], [-2.540, 1.648, -3.057], [-3.370, 2.278, -3.975], [-3.578, 3.672, -3.948], [-2.851, 4.454, -3.054], [-2.011, 3.824, -2.128], [-0.350, 2.751, 0.377], [0.443, 3.870, 0.177], [0.944, 4.569, 1.329], [0.671, 4.228, 2.609], [-0.255, 3.103, 2.881], [-1.003, 2.454, 1.672], [4.386, 1.237, -1.648], [4.482, 2.422, -3.791], [2.464, 3.261, -4.864], [0.303, 3.242, -3.539], [-2.373, 0.561, -3.036], [-3.837, 1.636, -4.720], [-4.277, 4.121, -4.671], [-2.885, 5.554, -3.176], [-1.630, 4.465, -1.285], [0.779, 4.300, -0.805], [1.722, 5.274, 1.110], [1.071, 4.740, 3.487], [-0.930, 3.411, 3.725], [-2.080, 2.521, 1.622], [6.133, -2.681, -3.121], [5.173, -2.124, -1.332], [4.150, -1.138, -1.377], [3.456, -0.708, -0.239], [3.798, -1.317, 0.995], [4.766, -2.375, 1.030], [5.479, -2.751, -0.099], [3.180, -0.905, 2.343], [3.749, -0.017, 3.007], [2.112, -1.529, 2.694], [3.963, -0.631, -2.358], [2.143, 0.772, 0.579], [4.971, -2.730, 2.023], [6.344, -3.381, 0.074]],
  "forces_ev_per_a": [[2.150, 1.958, -1.114], [0.370, -0.105, 1.583], [-1.329, 0.467, -1.611], [-1.218, 0.003, -1.195], [1.379, -0.066, 1.043], [-0.222, 0.424, -2.199], [-1.451, -1.013, -0.456], [-0.576, 0.291, -0.064], [0.008, -0.584, 0.576], [-0.034, 0.901, 0.481], [-0.145, -0.463, -0.342], [1.847, 0.862, 1.561], [-0.034, -0.117, 0.101], [0.834, 0.077, 0.580], [0.429, -0.177, -0.509], [-0.307, -0.052, -0.068], [0.186, -0.088, -0.174], [-0.335, 1.938, -0.431], [0.153, 0.052, 0.419], [0.944, -0.310, -0.083], [0.467, 0.419, -1.502], [1.308, 0.607, -0.236], [-0.708, 0.188, -0.659], [-1.657, -1.585, 0.952], [-0.004, 0.775, -0.188], [0.035, -0.252, 0.219], [-0.887, -1.255, 0.425], [0.748, 0.362, 0.301], [0.092, 0.283, 0.261], [-0.005, -0.504, -0.472], [0.015, 0.063, 0.757], [-0.574, -2.160, 2.182], [1.137, -0.327, -0.534], [1.139, -0.077, 0.093], [-2.493, -0.344, -0.029], [-0.350, 0.492, -0.942], [-0.084, -0.474, 0.434], [1.488, 0.120, -0.361], [0.673, -0.227, 0.256], [-0.601, -1.458, 0.046], [0.021, 0.179, 0.263], [0.766, 0.689, 0.208], [-0.296, -0.244, 0.140], [0.307, -0.479, -0.499], [-0.233, 0.121, -0.528], [-0.546, 1.530, 0.577], [1.215, 2.256, -2.773], [-1.136, -1.507, 0.632], [0.661, 0.277, 1.687], [0.157, 0.184, -1.072], [-0.932, -0.131, 1.565], [1.928, -1.306, 0.854], [0.541, -0.039, 0.425], [-0.108, 0.148, 0.259], [-0.347, -0.006, 0.887], [-0.646, 0.019, -0.263], [-0.133, 0.547, -0.213], [-0.257, 0.362, 0.093], [0.526, -0.184, 0.388], [-0.182, -0.743, 0.570], [0.141, -0.832, -1.174], [-0.401, -1.161, 0.885], [0.042, 0.708, 0.209], [0.180, -0.086, -0.475], [0.224, -0.339, -0.866], [-0.384, 0.076, 0.048], [-0.120, 0.135, 0.437], [-0.881, 0.324, 0.945], [0.744, -0.331, -1.066], [-0.683, -0.126, 0.064], [0.188, -0.717, -0.411], [-1.184, 2.061, -0.213], [-0.098, 0.806, -0.264], [1.935, 1.937, 0.141], [-1.198, -1.516, -1.106], [-2.595, -0.331, -0.947], [-0.002, -0.876, 1.057], [0.184, 0.723, 0.884], [0.400, -0.475, 0.086], [-0.184, -0.299, -0.535]]
}

=====

{
  "formula": "C35H29I2MnN4O5",
  "method": "the ωB97M-V functional and the def2-TZVPD basis",
  "lumo_energy_ev": [-1.20, -1.24],
  "relative_energy_kcal_mol": 0.00,
  "charge": 0,
  "s_squared": 6.0558,
  "multiplicity": 5,
  "orbital_gap_ha": [0.2163, 0.2216],
  "e_homo_ha": [-0.26043, -0.26727],
  "elements": ["Mn", "C", "C", "O", "C", "C", "C", "N", "N", "C", "O", "C", "C", "C", "C", "C", "C", "H", "H", "H", "H", "H", "H", "H", "H", "H", "H", "H", "H", "I", "C", "C", "C", "I", "C", "C", "C", "C", "N", "C", "C", "O", "H", "H", "H", "H", "C", "O", "C", "C", "C", "C", "C", "C", "N", "C", "C", "C", "C", "C", "C", "C", "O", "H", "H", "H", "H", "H", "H", "H", "H", "H", "H", "H", "H", "H"],
  "positions_angstrom": [[-0.323, -0.728, -0.621], [-0.229, -2.207, 3.223], [-0.263, -1.105, 2.194], [-0.742, -1.477, 1.032], [0.154, 0.152, 2.509], [-0.104, 1.285, 1.670], [-0.121, 2.665, 2.262], [-0.448, 1.080, 0.444], [-1.088, 2.098, -0.246], [-1.910, 1.531, -1.077], [-2.084, 0.246, -1.222], [-2.715, 2.492, -1.892], [-2.439, 2.662, -3.243], [-3.140, 3.592, -3.996], [-4.132, 4.362, -3.400], [-4.400, 4.209, -2.047], [-3.687, 3.283, -1.295], [-0.554, -3.144, 2.777], [-0.881, -1.969, 4.064], [0.785, -2.330, 3.606], [0.530, 0.324, 3.508], [0.454, 2.687, 3.186], [-1.146, 2.972, 2.478], [0.283, 3.380, 1.548], [-1.641, 2.081, -3.682], [-2.906, 3.731, -5.045], [-4.677, 5.093, -3.983], [-5.158, 4.820, -1.573], [-3.878, 3.173, -0.235], [4.264, 0.205, 1.563], [3.663, -1.582, 0.682], [4.533, -2.684, 0.664], [4.176, -3.854, 0.052], [5.558, -5.425, 0.022], [2.899, -3.987, -0.548], [2.427, -5.140, -1.214], [1.161, -5.157, -1.722], [0.344, -4.024, -1.560], [0.749, -2.926, -0.976], [2.016, -2.884, -0.489], [2.412, -1.623, 0.082], [1.624, -0.613, -0.009], [5.504, -2.593, 1.132], [3.074, -6.002, -1.309], [0.772, -6.030, -2.227], [-0.683, -4.037, -1.886], [-5.200, 0.395, -2.771], [-4.131, -0.049, -3.598], [-3.645, -1.290, -3.386], [-4.288, -2.292, -2.678], [-3.729, -3.563, -2.629], [-2.530, -3.829, -3.268], [-1.853, -2.810, -3.927], [-2.409, -1.548, -3.983], [-1.892, -0.518, -4.811], [-0.682, -0.341, -5.309], [0.590, -0.563, -4.776], [1.674, -0.512, -5.717], [2.968, -0.523, -5.323], [3.256, -0.499, -3.931], [2.269, -0.496, -2.997], [0.892, -0.577, -3.366], [-0.041, -0.571, -2.501], [-5.329, 1.451, -2.991], [-4.937, 0.268, -1.721], [-6.121, -0.146, -3.003], [-5.223, -2.092, -2.177], [-4.245, -4.349, -2.095], [-2.120, -4.829, -3.260], [-0.911, -3.001, -4.426], [-2.626, 0.048, -5.219], [-0.691, 0.142, -6.284], [1.430, -0.485, -6.773], [3.766, -0.516, -6.052], [4.287, -0.445, -3.602], [2.486, -0.415, -1.940]],
  "forces_ev_per_a": [[0.185, -0.402, 1.121], [0.030, 0.001, -0.001], [0.100, -0.027, 0.023], [-0.249, 0.066, -0.299], [0.039, -0.002, 0.032], [-0.096, 0.084, -0.045], [-0.020, -0.037, 0.010], [0.115, 0.166, 0.110], [0.093, -0.089, 0.031], [-0.165, -0.182, 0.040], [0.059, 0.293, -0.039], [-0.013, -0.017, -0.045], [-0.030, -0.001, -0.002], [-0.028, -0.024, -0.018], [0.023, -0.009, 0.005], [-0.008, -0.033, 0.012], [-0.054, -0.035, -0.009], [0.005, 0.005, -0.013], [0.003, -0.016, 0.009], [-0.007, -0.009, 0.010], [0.014, 0.005, -0.006], [-0.006, 0.000, -0.002], [-0.003, -0.012, 0.007], [-0.006, 0.007, 0.005], [0.036, -0.080, -0.083], [0.002, 0.000, 0.020], [-0.005, -0.012, -0.003], [0.004, -0.002, 0.004], [0.008, 0.009, 0.007], [-0.011, -0.023, -0.012], [0.044, 0.053, -0.025], [-0.057, -0.017, -0.021], [0.073, -0.028, 0.009], [-0.026, 0.018, 0.004], [-0.061, 0.001, 0.032], [0.026, 0.004, 0.006], [-0.033, -0.001, 0.033], [-0.106, -0.075, 0.167], [0.132, 0.139, -0.102], [-0.007, -0.011, -0.039], [0.000, -0.112, 0.114], [-0.167, 0.104, -0.153], [0.000, 0.014, -0.002], [0.001, 0.001, 0.010], [0.000, 0.000, 0.003], [0.023, 0.005, -0.045], [-0.024, -0.007, -0.016], [0.015, -0.002, -0.011], [-0.018, 0.167, 0.117], [-0.027, 0.007, 0.034], [0.023, 0.011, -0.034], [-0.030, 0.015, -0.013], [0.031, -0.035, -0.100], [0.028, 0.063, 0.046], [0.068, -0.136, -0.065], [-0.146, 0.295, 0.093], [0.352, -0.173, -0.069], [-0.189, -0.022, 0.035], [0.089, -0.022, 0.139], [-0.012, 0.036, -0.169], [-0.035, -0.043, 0.061], [0.249, 0.013, -0.083], [-0.195, 0.081, -0.678], [0.012, 0.024, 0.001], [0.023, 0.007, 0.006], [-0.011, -0.010, -0.001], [-0.008, 0.004, -0.007], [-0.001, -0.003, -0.002], [0.000, 0.001, -0.004], [0.004, -0.011, 0.019], [-0.025, -0.103, -0.076], [-0.039, 0.071, 0.046], [-0.020, 0.019, 0.004], [0.023, 0.018, 0.026], [0.011, -0.019, -0.011], [-0.005, 0.028, -0.151]]
}

=====

{
  "formula": "C35H29N2O6",
  "method": "the ωB97M-V functional and the def2-TZVPD basis",
  "lumo_energy_ev": 1.54,
  "charge": -1,
  "orbital_gap_ha": 0.1733,
  "e_homo_ha": -0.11652,
  "elements": ["C", "O", "C", "C", "C", "C", "C", "C", "C", "O", "N", "C", "C", "O", "N", "C", "C", "O", "C", "C", "H", "H", "H", "H", "H", "H", "H", "H", "H", "H", "H", "H", "H", "H", "C", "C", "C", "C", "C", "C", "C", "C", "C", "C", "C", "C", "O", "C", "C", "C", "C", "C", "C", "C", "O", "C", "C", "H", "H", "H", "H", "H", "H", "H", "H", "H", "H", "H", "H", "H", "H", "H"],
  "positions_angstrom": [[-2.382, -4.477, -4.590], [-1.420, -3.394, -4.645], [-1.293, -2.645, -3.517], [-0.333, -1.597, -3.520], [-0.153, -0.836, -2.381], [-0.932, -1.062, -1.224], [-0.928, -0.181, -0.028], [-1.392, -0.687, 1.216], [-2.521, 0.019, 1.818], [-3.209, 0.867, 1.238], [-2.786, -0.354, 3.146], [-3.658, 0.534, 3.872], [-2.801, -1.702, 3.524], [-3.320, -2.124, 4.552], [-2.132, -2.547, 2.616], [-1.976, -3.924, 3.074], [-1.126, -2.019, 1.791], [-0.134, -2.733, 1.569], [-1.937, -2.044, -1.283], [-2.066, -2.892, -2.361], [-2.338, -4.932, -5.576], [-2.103, -5.208, -3.818], [-3.398, -4.106, -4.392], [0.234, -1.428, -4.440], [0.606, -0.050, -2.374], [-1.572, 0.670, -0.306], [-3.736, 0.158, 4.888], [-3.197, 1.523, 3.846], [-4.634, 0.566, 3.377], [-1.589, -4.529, 2.247], [-1.284, -3.983, 3.931], [-2.965, -4.261, 3.397], [-2.648, -2.153, -0.462], [-2.770, -3.723, -2.298], [3.536, -1.991, -0.877], [2.413, -2.197, -0.073], [1.684, -1.113, 0.385], [1.830, 0.183, -0.156], [1.088, 1.372, 0.175], [-0.184, 2.023, 0.569], [-0.878, 2.713, -0.632], [-0.289, 2.717, -1.904], [-0.911, 3.319, -2.998], [-2.190, 3.861, -2.848], [-2.837, 3.765, -1.608], [-2.186, 3.206, -0.502], [-0.562, 2.183, 1.726], [2.039, 2.574, 0.199], [3.222, 2.544, 1.149], [3.478, 1.565, 2.115], [4.643, 1.625, 2.884], [5.572, 2.654, 2.688], [5.315, 3.642, 1.727], [4.141, 3.594, 0.981], [1.910, 3.551, -0.553], [2.959, 0.346, -1.034], [3.854, -0.688, -1.270], [4.126, -2.838, -1.223], [2.099, -3.202, 0.210], [0.960, -1.271, 1.172], [0.683, 2.255, -2.057], [-0.384, 3.348, -3.953], [-2.685, 4.330, -3.698], [-3.856, 4.132, -1.489], [-2.692, 3.112, 0.460], [2.775, 0.741, 2.226], [4.835, 0.855, 3.628], [6.499, 2.684, 3.262], [6.020, 4.457, 1.535], [3.955, 4.363, 0.226], [3.137, 1.319, -1.513], [4.775, -0.480, -1.821]],
  "forces_ev_per_a": [[0.637, 0.681, -0.064], [-0.619, -0.724, -0.065], [0.112, 0.227, 0.981], [-0.806, -0.845, -0.240], [-0.107, 0.077, 0.336], [0.725, -0.232, -0.596], [-4.465, -2.159, 0.694], [0.821, 0.277, -1.727], [-0.330, 1.279, -0.713], [0.997, -1.205, 1.222], [-0.522, -0.802, 0.087], [-0.219, 0.337, 0.106], [0.214, 0.010, 0.019], [0.433, 0.536, -1.139], [-0.187, 0.486, 0.942], [0.005, -0.130, 0.119], [1.781, -1.209, -0.785], [-2.143, 0.659, 0.350], [0.586, 0.236, 0.705], [0.295, 0.071, -1.158], [-0.042, -0.048, 0.069], [-0.032, 0.141, -0.186], [0.270, -0.012, -0.067], [-0.129, -0.019, 0.413], [-0.259, -0.331, 0.084], [0.839, 0.076, 0.388], [-0.110, 0.122, -0.026], [-0.231, -0.052, 0.087], [0.035, 0.140, 0.279], [-0.138, 0.221, 0.268], [-0.212, -0.023, -0.362], [0.283, -0.064, -0.076], [0.388, 0.003, -0.074], [0.140, 0.445, -0.138], [0.094, -0.006, -0.175], [0.086, 0.165, -0.052], [-0.173, 0.313, -0.051], [1.089, -0.439, 0.577], [2.073, 1.478, 0.448], [0.109, 0.479, 0.615], [-0.496, -0.017, 0.123], [0.027, 0.062, -0.182], [-0.199, -0.056, 0.441], [0.021, -0.161, 0.251], [0.226, 0.017, 0.011], [0.283, 0.154, -0.152], [-0.398, -0.074, -1.113], [-0.842, -0.382, -2.043], [0.479, 0.419, -0.172], [-0.008, 0.143, -0.131], [-0.005, 0.265, -0.237], [-0.161, 0.093, -0.226], [-0.167, -0.172, 0.133], [0.258, -0.099, 0.082], [0.266, -0.077, 1.324], [-0.309, 0.293, 0.367], [-0.219, -0.318, -0.256], [0.020, 0.190, 0.162], [0.239, 0.237, 0.171], [0.486, 0.151, -0.537], [-0.225, 0.169, 0.213], [-0.233, 0.011, 0.197], [0.038, -0.108, 0.210], [0.205, -0.045, -0.081], [0.203, 0.109, -0.279], [0.143, 0.217, 0.051], [-0.021, 0.103, -0.119], [-0.268, -0.042, -0.089], [-0.137, -0.322, 0.210], [-0.108, -0.405, 0.270], [-0.056, -0.379, 0.334], [-0.329, -0.132, -0.025]]
}

=====

Quick rundown of max |F|, same order as above: 3.78; 1.21; 5.01 eV/Å